Entry 1:
Molecular formula: C3H11NO
Method: DFT, the ωB97M-V functional and the def2-TZVPD basis

Last column: Mulliken charge in e.
Element x y z (Å)
C -0.913 -0.722 -1.383  -1.17
C -0.044 -1.005 -0.153  -0.33
N 0.004 0.039 0.856  -0.20
C -1.145 0.944 0.988  -0.89
H -0.624 -1.441 -2.164  0.37
H -0.915 0.274 -1.797  0.31
H -1.955 -1.068 -1.253  0.33
H 0.958 -1.161 -0.561  0.27
H -0.365 -1.915 0.338  0.19
H 0.898 0.363 1.177  0.27
H -2.040 0.461 0.609  0.29
H -1.233 1.251 2.029  0.32
H -0.916 1.863 0.438  0.25
O 2.743 0.375 0.378  -0.68
H 2.942 1.056 1.026  0.32
H 2.606 0.685 -0.528  0.33

The value obtained for the energy above the lowest of the compared OMol25 structures with the same formula, charge and spin is 30.1 kcal/mol. For the HOMO energy, the calculation gives -7.617 eV. For the HOMO-LUMO gap, the calculation gives 8.4 eV. Its LUMO energy is 0.73 eV. As for the spin multiplicity: 1. As for the structure (SMILES): CCNC.O.

Entry 2:
Molecular formula: C5H11NO
Method: DFT, the ωB97M-V functional and the def2-TZVPD basis

Last column: Mulliken charge in e.
Element x y z (Å)
O 0.359 1.571 -1.880  -0.54
C -0.303 0.344 -1.967  -0.66
C -0.580 -0.240 -0.580  0.25
C 0.501 -1.171 -0.008  -0.89
C 0.508 -0.863 1.496  -0.63
C 0.278 0.656 1.466  -0.55
N -0.729 0.845 0.441  -0.52
H 0.097 1.934 -1.021  0.34
H -1.236 0.483 -2.518  0.27
H 0.362 -0.361 -2.476  0.33
H -1.560 -0.708 -0.615  0.37
H 0.312 -2.223 -0.176  0.36
H 1.460 -0.917 -0.472  0.34
H 1.418 -1.097 2.046  0.35
H -0.358 -1.345 1.882  0.30
H 1.217 1.125 1.203  0.23
H -0.070 1.058 2.420  0.39
H -1.678 0.909 0.759  0.26

The value obtained for the energy above the lowest of the compared OMol25 structures with the same formula, charge and spin is 26.0 kcal/mol. For the HOMO energy, the calculation gives -9.164 eV. For the HOMO-LUMO gap, the calculation gives 10.1 eV. Its LUMO energy is 0.97 eV. As for the spin multiplicity: 1. As for the structure (SMILES): OC[C@H]1CCCN1.

Entry 3:
Molecular formula: C3H8IN
Method: DFT, the ωB97M-V functional and the def2-TZVPD basis

Last column: Mulliken charge in e.
Element x y z (Å)
C -1.890 0.588 -0.110  -1.07
C -0.754 -0.115 -0.313  0.22
N 0.628 0.331 -0.036  -0.30
C 2.117 0.064 -0.555  -0.66
H -1.865 1.367 0.551  0.29
H -2.784 0.272 -0.611  0.30
H -0.841 -1.044 -0.978  0.28
H 0.520 0.914 0.736  0.16
H 1.993 -0.979 -0.862  0.26
H 2.352 0.740 -1.307  0.25
H 2.695 0.223 0.356  0.26
I -2.463 -2.425 2.008  -0.09
H -1.257 -3.404 2.266  0.09

The value obtained for the energy above the lowest of the compared OMol25 structures with the same formula, charge and spin is 37.3 kcal/mol. For the HOMO energy, the calculation gives -7.720 eV. For the HOMO-LUMO gap, the calculation gives 8.5 eV. Its LUMO energy is 0.80 eV. As for the spin multiplicity: 1. As for the structure (SMILES): C=CNC.I.

Entry 4:
Molecular formula: C38H76O16
Method: DFT, the ωB97M-V functional and the def2-TZVPD basis

Last column: Mulliken charge in e.
Element x y z (Å)
C -1.641 -0.479 -6.296  -0.68
C -1.717 0.933 -5.625  -0.27
O -2.389 1.754 -6.510  -0.40
C -3.751 1.651 -6.553  0.88
C -4.325 2.551 -7.597  -1.49
O -4.508 0.858 -5.981  -0.55
H -2.758 -0.673 -6.345  0.30
H -1.006 -1.104 -5.759  -0.04
H -1.160 -0.528 -7.381  0.26
H -2.077 0.860 -4.788  0.73
H -0.677 1.278 -5.578  0.05
H -4.022 3.451 -7.076  0.31
H -5.293 2.552 -7.663  0.49
H -4.216 2.289 -8.575  0.39
C 5.528 1.795 -1.585  -1.32
C 4.480 1.580 -0.606  0.74
O 4.841 0.831 0.513  -0.37
C 4.088 0.863 1.555  0.80
C 4.461 -0.303 2.509  -1.17
O 3.170 1.619 1.801  -0.48
H 6.332 2.412 -1.240  0.43
H 4.990 2.101 -2.606  0.15
H 6.064 0.914 -1.745  0.43
H 4.025 2.505 -0.270  -0.09
H 3.495 1.000 -0.961  -0.11
H 3.586 -1.073 2.392  0.07
H 4.305 -0.111 3.521  0.33
H 5.304 -0.762 2.465  0.58
C -0.753 -3.081 6.371  -1.37
C -1.539 -1.962 5.738  0.23
O -2.529 -1.411 6.641  -0.28
C -3.314 -0.425 6.377  0.75
C -4.236 -0.103 7.541  -0.96
O -3.480 0.160 5.247  -0.60
H -0.076 -3.420 5.649  0.34
H -1.421 -3.808 6.841  0.33
H 0.002 -2.740 7.112  0.31
H -0.958 -1.117 5.214  0.00
H -2.214 -2.410 4.935  0.39
H -3.785 -0.605 8.435  0.28
H -5.239 -0.329 7.134  0.27
H -4.072 0.926 7.760  0.32
C -0.913 -3.794 -2.554  -0.73
C 0.088 -2.867 -3.272  0.65
O 1.403 -3.137 -2.840  -0.25
C 2.298 -2.126 -3.091  0.70
C 3.765 -2.659 -2.632  -1.33
O 2.137 -1.003 -3.467  -0.42
H -0.874 -4.824 -2.923  0.42
H -1.998 -3.810 -2.774  -0.08
H -0.805 -3.822 -1.476  -0.01
H -0.143 -2.911 -4.357  0.17
H -0.058 -1.842 -3.133  -0.32
H 3.576 -2.544 -1.589  0.22
H 4.379 -2.108 -3.213  0.49
H 3.999 -3.562 -3.099  0.41
C 0.225 -1.829 2.359  -0.67
C -0.704 -1.531 1.158  -0.29
O -0.305 -0.435 0.357  0.47
C -0.906 -0.202 -0.803  0.62
C -0.418 0.913 -1.522  -1.29
O -2.001 -0.856 -1.150  -0.50
H -0.167 -2.362 3.183  0.26
H 0.525 -0.963 3.023  0.24
H 1.007 -2.583 2.000  -0.17
H -0.756 -2.397 0.481  -0.14
H -1.549 -1.242 1.527  0.51
H -0.631 0.600 -2.329  0.58
H 0.649 0.609 -1.415  0.28
H -0.819 1.777 -1.027  0.07
C 2.737 -5.915 2.959  -0.98
C 3.159 -5.004 1.812  0.85
C 2.392 -5.084 0.543  -0.97
O 4.173 -4.158 2.114  -0.60
H 1.912 -5.415 3.395  0.20
H 3.555 -5.918 3.734  0.26
H 2.782 -6.875 2.490  0.41
H 2.137 -6.116 -0.075  0.35
H 2.910 -4.525 -0.157  0.14
H 1.383 -4.824 0.569  0.38
C 1.472 4.627 1.011  0.48
C 0.805 5.802 0.205  0.58
C -0.068 5.463 -0.975  -0.52
O 1.008 7.097 0.499  -0.62
H 2.205 4.938 1.756  0.46
H 2.052 3.965 0.531  -0.41
H 0.737 3.889 1.533  -0.32
H -0.074 4.361 -1.412  -0.12
H 0.215 5.936 -1.866  0.37
H -1.142 5.688 -0.673  0.24
C -4.759 -1.679 -3.775  -0.52
C -4.747 -2.905 -3.094  0.73
C -5.013 -2.873 -1.566  -0.92
O -4.324 -4.026 -3.673  -0.67
H -3.917 -1.655 -4.516  -0.06
H -4.827 -0.825 -3.142  0.35
H -5.588 -1.761 -4.572  0.34
H -4.390 -1.929 -1.060  0.02
H -4.820 -3.823 -0.921  0.27
H -6.083 -2.718 -1.380  0.43
C -1.768 2.697 2.847  -0.38
C -2.632 2.500 1.564  0.77
C -3.669 1.376 1.529  -1.01
O -2.510 3.314 0.557  -0.61
H -0.848 3.241 2.593  -0.22
H -1.247 1.740 3.160  0.07
H -2.369 3.228 3.587  0.43
H -3.698 0.825 2.385  0.38
H -3.576 0.731 0.886  0.14
H -4.692 1.817 1.460  0.35
C 0.483 1.184 6.754  -0.27
C 1.559 1.247 5.596  0.79
C 2.150 2.616 5.249  -0.98
O 1.852 0.155 5.015  -0.51
H 0.845 0.808 7.755  0.32
H -0.099 0.359 6.581  -0.40
H -0.239 2.069 6.557  0.30
H 2.961 2.753 4.482  0.21
H 2.645 3.163 6.259  0.30
H 1.385 3.230 4.793  0.25
C 2.471 1.866 -4.687  -0.71
C 1.965 3.001 -3.900  0.92
C 2.834 4.156 -3.440  -1.29
O 0.694 2.934 -3.480  -0.53
H 2.985 2.228 -5.677  0.31
H 1.831 0.995 -4.955  0.14
H 3.265 1.507 -3.935  0.15
H 3.770 4.069 -3.904  0.50
H 2.955 4.443 -2.443  0.27
H 2.296 5.080 -3.910  0.30

The value obtained for the energy above the lowest of the compared OMol25 structures with the same formula, charge and spin is 364.6 kcal/mol. For the HOMO energy, the calculation gives -9.248 eV. For the HOMO-LUMO gap, the calculation gives 9.6 eV. Its LUMO energy is 0.36 eV. As for the spin multiplicity: 1. As for the structure (SMILES): CCOC(C)=O.CCOC(C)=O.CCOC(C)=O.CCOC(C)=O.CCOC(C)=O.CC(C)=O.CC(C)=O.CC(C)=O.CC(C)=O.CC(C)=O.CC(C)=O.

Entry 5:
Molecular formula: C4H7BrN4O
Method: DFT, the ωB97M-V functional and the def2-TZVPD basis

Last column: Mulliken charge in e.
Element x y z (Å)
C 3.064 -0.646 2.295  0.60
C 2.374 0.119 -0.325  -0.17
C -0.852 1.384 -0.315  -0.95
C -0.797 -1.019 -0.927  -0.81
N 0.798 -0.356 1.369  -0.81
N 4.114 -0.592 2.844  -0.39
N 1.135 0.049 0.068  0.80
N 0.029 0.194 -0.739  -0.30
O 1.905 -0.508 2.114  0.00
Br 2.505 0.581 -2.193  -0.19
H -0.309 2.330 -0.201  0.28
H -1.681 1.375 -0.936  0.39
H -1.222 1.216 0.678  0.37
H -1.669 -0.629 -1.361  0.34
H -0.334 -1.788 -1.510  0.29
H -1.084 -1.556 0.091  0.26
H 4.827 -1.221 2.536  0.30

The value obtained for the energy above the lowest of the compared OMol25 structures with the same formula, charge and spin is 133.7 kcal/mol. For the HOMO energy, the calculation gives -7.994 eV. For the HOMO-LUMO gap, the calculation gives 8.2 eV. Its LUMO energy is 0.25 eV. As for the spin multiplicity: 1.

Entry 6:
Molecular formula: C2H6BrO
Method: DFT, the ωB97M-V functional and the def2-TZVPD basis

Last column: Mulliken charge in e.
Element x y z (Å)
Br -0.341 2.584 2.128  -0.89
C -0.645 -0.864 0.057  -0.79
C 0.590 -0.266 -0.574  -0.32
O 0.572 1.138 -0.779  -0.42
H -0.411 -1.893 0.327  0.27
H -1.448 -0.733 -0.669  0.22
H -0.880 -0.255 0.931  0.26
H 0.685 -0.754 -1.544  0.27
H 1.487 -0.434 0.022  0.28
H 0.391 1.476 0.101  0.14

The value obtained for the energy above the lowest of the compared OMol25 structures with the same formula, charge and spin is 0.0 kcal/mol. For the HOMO energy, the calculation gives -3.895 eV. For the HOMO-LUMO gap, the calculation gives 8.0 eV. Its LUMO energy is 4.06 eV. As for the spin multiplicity: 1. Its charge is -1.